# 1
A cluster of 2 separate species, C3H7NO in total. Source: the OMol25 dataset; level of theory: ωB97M-V/def2-TZVPD.

XYZ file:
```
12
Properties=species:S:1:pos:R:3:mulliken_charge:R:1
C 1.005 1.140 1.200 -0.743
C 2.023 1.555 0.463 0.016
N 2.461 0.845 -0.704 -0.603
H 0.937 1.481 2.219 0.267
H 0.243 0.652 0.598 0.294
H 2.790 2.191 0.915 0.261
H 2.840 -0.035 -0.383 0.251
H 3.215 1.367 -1.133 0.257
C -2.569 -1.509 -0.011 -0.027
O -3.075 -2.002 -0.976 -0.388
H -2.900 -0.615 0.541 0.217
H -1.703 -2.001 0.477 0.197
```

- lowest unoccupied orbital energy (Ha) = 0.0328
- E (eV) = -6759.858
- HOMO-LUMO gap (eV) = 10.01
- E_HOMO (eV) = -9.12
- structure (SMILES) = C=CN.C=O

# 2
A structure of composition C48H59IN4PPbSe. Source: the OMol25 dataset; level of theory: ωB97M-V/def2-TZVPD.

XYZ file:
```
115
Properties=species:S:1:pos:R:3:mulliken_charge:R:1
Pb 0.460 -1.478 -1.093 0.919
C 3.852 0.368 2.728 -1.767
C 3.856 -0.636 1.569 2.552
C 4.718 -1.848 1.938 -1.915
C 4.323 0.020 0.289 1.247
C 5.691 0.231 0.149 -0.551
C 6.218 0.806 -0.990 -1.519
C 5.363 1.138 -2.020 -0.616
C 3.985 0.965 -1.925 1.020
C 3.176 1.279 -3.161 1.835
C 3.488 0.272 -4.274 -1.575
C 3.385 2.714 -3.640 -1.726
C 3.448 0.451 -0.729 -1.561
N 2.010 0.286 -0.604 0.437
C 1.125 1.246 -0.487 0.736
C -1.367 1.397 -0.520 -0.802
N -2.353 0.651 -0.815 -0.258
C -3.738 1.002 -0.788 -0.661
C -4.253 1.635 -1.931 1.212
C -5.584 2.035 -1.933 -0.405
C -6.415 1.803 -0.854 -1.598
C -5.918 1.107 0.232 -0.344
C -4.595 0.679 0.278 0.379
C -4.174 -0.196 1.437 3.132
C -4.832 -1.573 1.262 -1.547
C -4.532 0.399 2.800 -1.945
C -3.417 1.885 -3.172 1.665
C -3.355 3.373 -3.517 -1.824
C -3.957 1.072 -4.353 -1.734
C -1.263 2.733 0.133 1.670
C -2.373 3.472 0.475 -0.348
C -2.260 4.740 1.077 -1.347
C -1.033 5.260 1.342 -0.939
C 0.140 4.537 1.020 1.322
C 1.412 5.073 1.322 -0.927
C 2.555 4.390 1.022 -1.403
C 2.471 3.138 0.401 -0.099
C 1.249 2.574 0.095 1.366
C 0.038 3.270 0.396 -1.103
H 3.531 -0.105 3.660 0.449
H 3.198 1.219 2.530 0.375
H 4.861 0.756 2.881 0.408
H 2.839 -0.986 1.391 -1.651
H 5.725 -1.546 2.225 0.525
H 4.806 -2.548 1.105 0.308
H 4.293 -2.374 2.793 0.387
H 6.357 -0.064 0.948 0.334
H 7.284 0.970 -1.082 0.434
H 5.774 1.536 -2.939 0.352
H 2.120 1.161 -2.941 -0.994
H 4.517 0.371 -4.627 0.343
H 2.819 0.437 -5.121 0.439
H 3.348 -0.756 -3.929 0.276
H 4.419 2.891 -3.944 0.395
H 3.136 3.433 -2.857 0.280
H 2.747 2.917 -4.500 0.468
H -5.976 2.542 -2.807 0.353
H -7.445 2.138 -0.869 0.391
H -6.576 0.874 1.061 0.353
H -3.094 -0.311 1.395 -1.752
H -5.916 -1.458 1.205 0.397
H -4.616 -2.236 2.102 0.386
H -4.504 -2.049 0.336 0.384
H -5.611 0.404 2.962 0.426
H -4.171 1.425 2.892 0.333
H -4.090 -0.191 3.606 0.481
H -2.403 1.539 -2.985 -0.623
H -4.338 3.754 -3.802 0.413
H -2.674 3.538 -4.354 0.496
H -2.998 3.964 -2.670 0.299
H -4.964 1.392 -4.629 0.337
H -3.994 0.008 -4.113 0.369
H -3.312 1.204 -5.224 0.439
H -3.354 3.092 0.258 0.529
H -3.155 5.297 1.320 0.500
H -0.931 6.237 1.801 0.425
H 1.464 6.049 1.790 0.422
H 3.524 4.812 1.250 0.529
H 3.380 2.620 0.136 0.498
Se -0.115 2.996 -3.023 0.010
C -0.091 1.276 -2.666 -0.263
N -0.117 0.863 -1.019 0.104
I 3.056 -3.316 -1.603 0.024
C 1.683 -4.921 -1.487 0.394
C 2.072 -6.165 -1.956 -0.713
C 1.135 -7.181 -1.877 -0.350
C -0.118 -6.912 -1.347 -0.781
C -0.389 -5.629 -0.907 -0.342
N 0.509 -4.638 -0.970 0.199
H 3.058 -6.328 -2.366 0.431
H 1.379 -8.172 -2.238 0.410
H -0.872 -7.684 -1.276 0.429
H -1.357 -5.370 -0.494 0.454
C -0.797 0.187 2.852 -0.820
C 0.342 -0.825 2.934 -0.073
P 0.186 -2.172 1.699 0.464
C -1.465 -2.895 2.007 0.231
C -1.873 -3.170 3.457 -1.406
C 1.375 -3.491 2.161 0.098
C 1.632 -3.710 3.653 -1.532
H -0.528 1.104 3.378 0.581
H -1.718 -0.192 3.289 -0.052
H -1.013 0.460 1.817 -0.090
H 0.412 -1.262 3.931 1.110
H 1.278 -0.313 2.740 -0.615
H -1.506 -3.823 1.430 0.277
H -2.172 -2.210 1.534 -0.372
H -1.384 -4.059 3.852 0.394
H -2.948 -3.344 3.505 0.404
H -1.649 -2.338 4.123 0.270
H 2.314 -3.277 1.650 0.127
H 0.976 -4.397 1.699 0.491
H 2.013 -2.809 4.135 0.303
H 2.385 -4.489 3.782 0.478
H 0.737 -4.023 4.186 0.236
```

- lowest unoccupied orbital energy (Ha) = -0.1104
- E (eV) = -144671.395
- HOMO-LUMO gap (eV) = 6.27
- E_HOMO (eV) = -9.28
- total charge = +1

# 3
The molecule C22H29N9O2. Source: the OMol25 dataset; level of theory: ωB97M-V/def2-TZVPD.

XYZ file:
```
62
Properties=species:S:1:pos:R:3:mulliken_charge:R:1
C 8.438 0.587 -0.018 -1.507
C 6.948 0.725 -0.065 0.600
C 6.323 1.932 0.200 -0.759
C 4.944 2.072 0.155 0.490
C 4.348 3.408 0.455 -1.575
C 4.148 0.958 -0.172 0.526
C 2.703 1.022 -0.245 -0.562
N 2.041 2.080 0.037 -0.943
N 0.688 2.116 -0.034 0.137
C -0.221 1.179 -0.411 -0.080
O 0.022 0.048 -0.796 -0.694
C -1.601 1.692 -0.295 1.535
N -1.898 2.956 0.098 -0.498
N -3.160 3.107 0.121 -1.221
N -3.741 1.955 -0.258 0.680
C -5.111 1.862 -0.335 0.750
N -5.789 0.893 -0.879 -0.158
O -7.077 1.212 -0.759 -0.127
N -7.248 2.405 -0.136 -0.554
C -6.050 2.854 0.151 0.368
N -5.748 3.979 0.813 -0.379
C -2.793 1.023 -0.536 0.116
C -3.085 -0.382 -0.904 -1.525
N -3.663 -1.056 0.253 0.170
C -2.702 -1.317 1.312 -1.005
C -1.712 -2.440 0.988 -0.707
C -2.460 -3.724 0.622 0.609
C -1.489 -4.827 0.214 -1.712
C -3.461 -3.424 -0.497 -0.631
C -4.381 -2.269 -0.087 -1.081
C 4.775 -0.277 -0.445 1.284
C 3.992 -1.509 -0.796 -1.919
C 6.153 -0.369 -0.386 -0.860
H 8.826 0.362 -1.012 0.316
H 8.724 -0.230 0.642 0.351
H 8.904 1.503 0.336 0.351
H 6.928 2.793 0.451 0.283
H 3.742 3.749 -0.381 0.316
H 3.689 3.342 1.318 0.308
H 5.130 4.138 0.655 0.387
H 2.203 0.111 -0.554 0.796
H 0.309 3.016 0.241 0.354
H -4.781 4.268 0.798 0.253
H -6.478 4.650 0.972 0.237
H -3.831 -0.394 -1.702 0.738
H -2.151 -0.833 -1.265 0.587
H -2.158 -0.393 1.530 0.411
H -3.279 -1.585 2.203 0.496
H -1.072 -2.612 1.856 0.467
H -1.069 -2.134 0.161 0.159
H -3.022 -4.058 1.504 0.208
H -2.027 -5.738 -0.037 0.428
H -0.797 -5.046 1.025 0.404
H -0.910 -4.519 -0.655 0.353
H -2.920 -3.159 -1.407 0.247
H -4.062 -4.310 -0.710 0.430
H -5.091 -2.035 -0.883 0.411
H -4.952 -2.560 0.800 0.446
H 3.412 -1.360 -1.706 0.384
H 3.303 -1.777 0.005 0.394
H 4.666 -2.346 -0.957 0.358
H 6.629 -1.317 -0.594 0.358
```

- lowest unoccupied orbital energy (Ha) = 0.0021
- E (eV) = -40787.847
- HOMO-LUMO gap (eV) = 8.31
- E_HOMO (eV) = -8.25
- structure (SMILES) = Cc1cc(C)c(/C=N/NC(=O)c2nnn(-c3nonc3N)c2CN2CCC(C)CC2)c(C)c1

# 4
A structure of composition C17H14N2. Source: the OMol25 dataset; level of theory: ωB97M-V/def2-TZVPD.

XYZ file:
```
33
Properties=species:S:1:pos:R:3:mulliken_charge:R:1
C 1.076 0.790 0.288 0.100
N 0.807 0.032 1.160 -0.693
C 5.288 -0.290 -2.902 -0.868
N 4.529 0.792 -2.282 0.168
C 3.557 0.632 -1.349 -1.271
C 3.055 1.853 -0.888 0.353
C 1.871 1.950 -0.092 0.352
C 1.517 3.298 0.445 0.456
C 2.454 4.281 0.892 -0.055
C 2.037 5.555 1.349 -0.611
C 0.651 5.863 1.331 -0.334
C -0.293 4.890 0.943 -0.682
C 0.159 3.626 0.557 -0.642
C 3.745 2.858 -1.721 0.898
C 3.565 4.213 -1.977 -0.088
C 4.474 4.902 -2.804 -0.861
C 5.478 4.175 -3.484 -0.520
C 5.613 2.760 -3.383 -1.026
C 4.701 2.157 -2.528 0.390
H 6.034 0.189 -3.550 0.245
H 5.796 -0.901 -2.129 0.325
H 4.636 -0.951 -3.510 0.310
H 3.248 -0.339 -1.011 0.477
H 0.929 1.228 -0.763 0.335
H 3.536 4.079 0.880 0.422
H 2.781 6.333 1.668 0.342
H 0.303 6.861 1.638 0.360
H -1.370 5.133 0.903 0.341
H -0.571 2.874 0.248 0.332
H 2.724 4.719 -1.508 0.486
H 4.397 6.000 -2.903 0.374
H 6.174 4.716 -4.122 0.354
H 6.381 2.168 -3.899 0.234
```

- lowest unoccupied orbital energy (Ha) = -0.0093
- E (eV) = -20831.940
- HOMO-LUMO gap (eV) = 7.00
- E_HOMO (eV) = -7.25

# 5
A structure of composition C30H33F3NO6S2. Source: the OMol25 dataset; level of theory: ωB97M-V/def2-TZVPD.

XYZ file:
```
75
Properties=species:S:1:pos:R:3:mulliken_charge:R:1
O 9.338 -2.889 -0.095 -0.521
C 8.857 -2.406 0.936 0.143
O 7.496 -2.056 1.046 -0.272
C 7.343 -0.615 0.757 -0.530
C 6.002 -0.169 1.531 -0.202
C 5.908 1.403 1.798 -0.661
C 5.016 2.218 0.753 -0.798
S 3.330 1.527 0.447 1.213
O 2.375 2.708 0.562 -0.698
O 3.322 1.021 -0.981 -0.684
N 2.869 0.353 1.602 -0.433
S 1.255 -0.133 1.405 1.011
O 0.627 0.315 0.105 -0.632
O 0.475 0.506 2.550 -0.652
C 1.036 -2.001 1.439 0.546
F -0.020 -2.361 0.565 -0.212
F 2.161 -2.715 1.017 -0.213
F 0.661 -2.499 2.698 -0.225
H 9.532 -2.176 1.830 0.417
H 8.262 -0.020 1.056 0.307
H 7.116 -0.563 -0.365 0.233
H 6.071 -0.670 2.562 0.202
H 5.138 -0.594 0.915 0.278
H 5.586 1.672 2.866 0.325
H 6.979 1.813 1.702 0.356
H 4.882 3.274 1.183 0.329
H 5.571 2.351 -0.228 0.327
C 10.076 -1.067 -2.408 -0.024
C 10.481 0.165 -1.903 -0.333
C 10.967 1.145 -2.762 -0.422
C 11.041 0.897 -4.129 -0.413
C 10.633 -0.333 -4.635 -0.301
C 10.155 -1.316 -3.775 -0.654
H 9.700 -1.831 -1.738 0.442
H 10.417 0.361 -0.838 0.320
H 11.288 2.103 -2.367 0.355
H 11.415 1.663 -4.800 0.343
H 10.689 -0.525 -5.702 0.353
H 9.843 -2.277 -4.169 0.370
C -2.393 3.609 0.764 -0.611
C -3.535 4.093 1.395 -0.277
C -4.149 3.343 2.393 -0.498
C -3.616 2.111 2.765 -0.492
C -2.472 1.628 2.136 -0.348
C -1.864 2.377 1.135 -0.229
H -1.914 4.192 -0.016 0.385
H -3.946 5.056 1.109 0.355
H -5.044 3.717 2.881 0.385
H -4.094 1.528 3.546 0.467
H -2.054 0.670 2.425 0.533
H -0.976 1.998 0.642 0.356
C -8.361 -0.975 1.195 -0.286
C -7.473 -1.936 1.667 -0.493
C -6.134 -1.611 1.862 -0.577
C -5.686 -0.321 1.594 -0.198
C -6.574 0.641 1.125 -0.378
C -7.911 0.313 0.921 -0.397
H -9.404 -1.230 1.039 0.374
H -7.825 -2.940 1.883 0.371
H -5.441 -2.361 2.225 0.383
H -4.644 -0.066 1.750 0.399
H -6.223 1.646 0.917 0.413
H -8.603 1.062 0.550 0.361
C -10.010 -1.249 -1.856 -0.093
C -11.251 -1.070 -1.253 -0.244
C -12.372 -1.719 -1.760 -0.455
C -12.250 -2.555 -2.866 -0.376
C -11.008 -2.737 -3.466 -0.319
C -9.889 -2.081 -2.964 -0.592
H -9.137 -0.740 -1.462 0.302
H -11.345 -0.423 -0.387 0.367
H -13.340 -1.574 -1.294 0.349
H -13.123 -3.065 -3.259 0.346
H -10.913 -3.390 -4.327 0.354
H -8.922 -2.218 -3.436 0.368
```

- lowest unoccupied orbital energy (Ha) = 0.0830
- E (eV) = -75240.676
- HOMO-LUMO gap (eV) = 8.23
- E_HOMO (eV) = -5.97
- total charge = -1